Entry 1:
16
Properties=species:S:1:pos:R:3:forces:R:3:mulliken_charge:R:1 method="wB97M-V/def2-TZVPD" e_lumo_ha=0.022 smiles=CCCSS.O orbital_gap_ev=9.29 homo_energy_ev=-8.7
C -0.92060 -1.02953 -0.45958 3.9 -0.7 3.4 -1.101
C 0.55325 -0.86151 -1.09211 -3.1 2.8 0.0 -0.393
C 1.30925 0.52720 -1.26806 -1.1 -1.5 -2.1 -0.472
S 0.71492 2.01074 -0.52414 -1.0 1.2 0.9 -0.066
S -1.31833 2.40066 -0.95290 0.9 0.1 -0.9 -0.255
H -1.63053 -0.55096 -0.98574 -2.5 1.6 -1.9 0.456
H -1.07823 -2.12657 -0.44582 -0.1 0.6 0.0 0.340
H -0.92630 -0.65477 0.62444 -0.1 -0.5 -1.5 0.181
H 0.27542 -1.21888 -2.06134 1.3 -0.9 -0.7 0.289
H 1.14656 -1.32951 -0.40130 1.6 -2.3 0.7 0.302
H 1.50405 0.65765 -2.38709 -0.3 0.1 1.5 0.296
H 2.28566 0.43208 -0.79581 0.1 0.1 0.0 0.273
H -1.99021 2.11762 0.15956 0.3 -0.4 0.5 0.148
O 0.07765 -0.11942 3.21892 0.4 -2.7 -4.6 -0.573
H -0.10064 -0.89429 3.69372 -0.4 -1.1 1.5 0.294
H 0.09810 0.63949 3.67727 0.0 3.7 3.0 0.281

---

Entry 2:
16
Properties=species:S:1:pos:R:3:forces:R:3:mulliken_charge:R:1 method="wB97M-V/def2-TZVPD" e_lumo_ha=0.027 smiles=CSCCS.O orbital_gap_ev=9.64 homo_energy_ev=-8.9
C 0.00000 0.00000 0.00000 -0.1 -0.3 -0.5 -0.790
S -0.91951 1.41903 0.68327 0.4 -0.5 -0.7 -0.080
C 0.26374 1.97237 1.88060 -0.3 0.7 2.3 -0.487
C -0.35033 3.25200 2.53125 -0.1 0.4 -1.2 -0.723
S 0.36272 3.60283 4.15232 0.3 -0.7 -0.3 -0.178
H 0.45273 0.27224 -0.96826 -0.2 -0.1 0.4 0.258
H -0.72053 -0.81842 -0.16624 0.4 0.3 0.1 0.291
H 0.79646 -0.36334 0.67101 -0.5 0.3 -0.1 0.272
H 1.31923 2.17388 1.61455 -0.7 -0.2 -0.4 0.389
H 0.26010 1.24987 2.71931 0.3 -0.1 -0.6 0.288
H -1.44974 3.18723 2.64322 0.6 -0.2 -0.2 0.380
H -0.13135 4.08485 1.83565 -0.2 -0.2 0.6 0.363
H 0.50339 2.27754 4.36753 0.1 0.4 0.5 0.095
O 0.65607 6.08588 6.42608 -0.7 0.1 -0.8 -0.619
H 0.55262 5.32996 5.80468 0.0 0.8 0.6 0.234
H -0.00301 6.74978 6.12093 0.7 -0.8 0.3 0.307

---

Entry 3:
15
Properties=species:S:1:pos:R:3:forces:R:3:mulliken_charge:R:1 method="wB97M-V/def2-TZVPD" e_lumo_ha=0.031 orbital_gap_ev=9.75 homo_energy_ev=-8.9
C -0.56244 -1.66132 0.54835 2.4 0.8 0.7 -1.037
C 1.15392 0.11495 0.49764 0.7 1.2 1.2 -0.842
C 0.02806 -0.55030 -0.29034 -0.9 3.2 0.2 -0.106
O 1.92252 1.16005 -0.09823 1.3 -0.9 -2.2 -0.519
Si -1.40899 1.36806 -0.89587 0.7 -2.5 1.8 0.420
H 0.34981 -2.34404 0.56800 -1.6 0.0 0.3 0.294
H -0.70623 -1.27096 1.58941 -0.3 -0.6 -0.9 0.273
H -1.42599 -2.06727 0.08277 -0.7 -0.7 0.0 0.335
H 1.88517 -0.56814 1.00540 -0.8 -0.2 -0.6 0.454
H 0.80257 0.75036 1.29972 -1.0 -0.6 0.7 0.344
H 0.47794 -0.92729 -1.16996 0.0 -0.4 -1.3 0.340
H 2.57632 0.77388 -0.74343 -1.1 0.6 0.9 0.288
H -0.36931 2.41645 -0.76048 -0.3 0.1 -0.9 -0.062
H -2.22313 1.63488 0.35558 0.2 -0.3 -0.4 -0.091
H -2.50022 1.17068 -1.98857 1.3 0.3 0.5 -0.090

---

Entry 4:
14
Properties=species:S:1:pos:R:3:forces:R:3:mulliken_charge:R:1 method="wB97M-V/def2-TZVPD" e_lumo_ha=0.034 smiles=CCC.S orbital_gap_ev=10.71 homo_energy_ev=-9.8
C -0.07302 0.27734 0.09670 -2.0 -0.6 0.0 -1.049
C -1.56427 0.63011 -0.20862 1.0 -2.3 -0.7 -0.303
C -2.54163 -0.47505 0.22061 0.3 0.5 0.9 -1.076
H 0.03160 0.36838 1.17531 1.0 0.7 -0.1 0.336
H 0.09976 -0.78661 -0.08935 -0.1 0.0 -0.2 0.288
H 0.47348 0.83452 -0.65764 0.9 0.4 0.9 0.298
H -1.79096 1.63381 0.13073 -0.3 0.1 -0.2 0.353
H -1.58714 0.45836 -1.28926 -0.4 1.3 -0.2 0.242
H -3.56059 -0.11996 0.07331 -0.1 -0.4 -0.1 0.308
H -2.43769 -0.78924 1.26415 0.0 0.3 0.1 0.295
H -2.31511 -1.37777 -0.34563 -0.3 0.1 -0.3 0.310
S 4.90932 -0.69811 -0.45414 0.1 -0.3 -0.1 -0.280
H 6.04335 -0.39197 0.18908 0.0 0.0 0.0 0.141
H 4.31290 0.43618 -0.10527 -0.1 0.3 0.1 0.137

---

Entry 5:
14
Properties=species:S:1:pos:R:3:forces:R:3:mulliken_charge:R:1 method="wB97M-V/def2-TZVPD" e_lumo_ha=0.035 smiles=CSC.C orbital_gap_ev=9.41 homo_energy_ev=-8.5
C -1.44813 -1.03763 -0.12238 -0.6 -0.9 -0.1 -0.722
S -3.08556 -1.71512 -0.61331 0.3 0.2 -0.1 -0.088
C -3.17980 -1.22062 -2.36762 0.2 0.6 0.5 -0.738
H -1.57093 -0.17178 0.51518 0.2 0.3 -0.2 0.247
H -0.94644 -1.82988 0.43225 0.1 0.1 0.1 0.270
H -0.89494 -0.87041 -1.04011 0.2 0.3 0.1 0.253
H -3.95554 -0.46969 -2.50133 -0.2 -0.2 -0.1 0.265
H -3.34407 -2.10577 -2.95686 -0.2 -0.2 -0.3 0.270
H -2.25640 -0.73380 -2.68252 0.1 -0.2 0.1 0.242
C 4.13545 1.98987 2.25189 0.0 1.1 0.5 -0.899
H 3.96933 3.05689 2.07778 -0.2 -0.1 -0.2 0.233
H 3.18704 1.53789 2.52638 0.0 -0.2 -0.2 0.215
H 4.59162 1.57174 1.36236 0.0 -0.3 0.1 0.220
H 4.79837 1.99829 3.11827 0.1 -0.5 -0.2 0.231

---

Entry 6:
15
Properties=species:S:1:pos:R:3:forces:R:3:mulliken_charge:R:1 method="wB97M-V/def2-TZVPD" e_lumo_ha=0.026 smiles=CSC.CS orbital_gap_ev=9.33 homo_energy_ev=-8.6
C 1.96380 -1.00086 -1.27278 7.1 -1.1 -1.4 -0.745
S 2.42107 -2.47371 -0.19340 0.9 0.8 -0.1 -0.085
C 3.63715 -1.71426 1.04284 -6.0 -0.9 2.4 -0.904
H 2.06574 -1.13138 -2.38601 -0.2 -0.7 1.1 0.291
H 2.89852 -0.31945 -1.08864 -2.6 -0.4 0.1 0.219
H 1.02550 -0.82090 -1.03014 -4.0 2.0 1.2 0.284
H 3.91664 -2.54597 1.65425 0.1 -0.7 0.4 0.300
H 4.46908 -1.37156 0.63702 3.5 2.0 -2.1 0.377
H 3.06837 -1.00347 1.77654 1.2 -0.9 -1.7 0.263
C -4.37980 2.00025 -0.33880 -0.2 -0.3 0.3 -0.730
S -3.93340 3.13386 1.13227 -0.3 -0.8 -1.8 -0.173
H -5.21738 2.59602 -0.80608 1.3 -1.1 -0.2 0.231
H -3.52009 1.57781 -0.94457 -0.8 1.7 0.2 0.286
H -4.75462 1.00573 -0.00797 -0.4 1.0 0.5 0.275
H -3.66058 2.06789 1.82550 0.4 -0.6 1.1 0.111

---

Entry 7:
18
Properties=species:S:1:pos:R:3:forces:R:3:mulliken_charge:R:1 method="wB97M-V/def2-TZVPD" e_lumo_ha=0.137 charge=-1 orbital_gap_ev=7.46 homo_energy_ev=-3.7
C 2.10778 -0.49520 0.00296 0.0 0.0 0.0 -0.896
C 1.71576 0.95191 0.29728 0.0 0.1 0.1 -0.457
C 0.27125 1.27334 -0.07159 -0.1 0.0 -0.1 -0.370
O -0.60210 0.75871 0.90048 0.1 -0.1 0.0 -0.647
B -1.93760 0.35805 0.46152 0.0 0.3 0.1 0.496
P -1.88043 -1.43981 -0.39308 0.1 -0.1 -0.1 0.016
S -1.24925 -1.77655 -2.26466 0.0 0.0 0.0 -0.575
H 1.26178 -1.16367 0.16382 0.0 0.0 0.1 0.125
H 2.41193 -0.62010 -1.03795 0.0 0.0 0.0 0.284
H 2.93038 -0.83709 0.63703 0.0 0.0 0.0 0.322
H 2.38574 1.63951 -0.23269 0.0 0.0 0.0 0.307
H 1.82839 1.16231 1.36587 0.0 0.0 0.0 0.272
H 0.03765 0.85268 -1.06019 0.1 0.0 0.0 0.273
H 0.14923 2.36754 -0.14810 0.0 0.0 0.0 0.249
H -2.67422 0.17501 1.42342 0.1 -0.1 -0.1 -0.212
H -2.44914 1.10450 -0.36413 0.0 -0.1 0.0 -0.216
H -3.14012 -2.04980 -0.19232 -0.1 0.0 0.0 0.031
H -1.16700 -2.26134 0.51231 0.0 0.0 0.0 -0.003

---

Entry 8:
21
Properties=species:S:1:pos:R:3:forces:R:3:mulliken_charge:R:1 method="wB97M-V/def2-TZVPD" e_lumo_ha=0.086 charge=-1 orbital_gap_ev=5.21 homo_energy_ev=-2.9
C 2.26820 -0.38951 -2.14878 0.0 -0.7 -1.4 -1.387
Ba 0.55729 -1.48697 -0.52953 -0.3 1.2 1.3 1.052
N -0.75385 0.18105 1.85228 0.0 0.1 0.4 -0.573
N -1.40160 0.62692 -1.41482 -0.2 0.0 -0.1 -0.666
H -0.09581 0.95823 1.99650 -0.1 -0.5 -0.4 0.240
H -0.95830 -3.26447 0.39962 -0.1 -0.3 -0.1 -0.332
H 3.36452 -0.59535 -2.23078 -0.7 0.4 -0.2 0.201
H 2.00592 0.57579 -2.66976 0.3 -0.8 0.3 0.135
H 1.77904 -1.25554 -2.75816 0.5 0.8 -0.1 0.301
H -1.38139 1.58357 -1.07426 0.4 -0.1 0.1 0.208
H -2.30913 0.25991 -1.15574 -0.1 -0.1 0.0 0.262
H -1.38977 0.68463 -2.42497 0.0 0.0 -0.2 0.222
H -1.70300 0.53671 1.90911 0.0 0.0 0.0 0.180
H -0.62793 -0.41457 2.67345 0.0 0.1 -0.3 0.219
Cl 4.38554 -0.59525 0.19892 0.7 0.2 0.3 -0.178
C 4.09804 1.01558 0.94375 -1.1 -0.1 0.3 0.021
Cl 5.02803 2.31912 0.22035 0.4 0.0 -0.2 -0.202
C 2.52518 1.24513 0.79249 -0.1 0.0 0.1 0.304
O 1.94079 0.68402 1.77719 0.2 0.4 -1.0 -0.724
O 2.07910 1.83333 -0.20769 0.5 -0.4 1.5 -0.595
H 4.37686 0.91380 2.00323 -0.2 0.2 -0.6 0.312

---

Entry 9:
17
Properties=species:S:1:pos:R:3:forces:R:3:mulliken_charge:R:1 method="wB97M-V/def2-TZVPD" e_lumo_ha="0.120 / 0.115" charge=-1 s2=8.927 orbital_gap_ev="2.87 / 5.15" spin_multiplicity=6 homo_energy_ev="0.4 / -2.0"
C 0.27475 0.97710 -2.32154 -1.0 2.7 -2.5 -0.960
Mn 0.57431 0.15241 -0.71131 -0.3 -2.4 0.3 -0.601
N -0.21188 -0.58649 0.93342 -2.0 1.6 3.9 -0.739
H 0.17406 -1.47671 -1.18990 0.7 -0.3 0.0 0.126
H 0.56196 -0.50097 1.58275 -0.2 -0.4 0.4 0.257
H -0.87050 -0.65259 -1.16656 0.3 0.5 -0.1 -0.085
H 0.20714 0.27068 -3.15394 0.3 0.4 0.0 0.272
H 1.27496 1.46352 -2.10537 -0.8 0.3 -1.4 0.198
H -0.64489 1.64852 -2.27041 1.4 -0.4 -0.3 0.083
H -1.06908 -0.11236 1.36387 1.5 -0.8 -0.7 0.275
H -0.42632 -1.51942 0.69848 -0.2 -1.4 -0.1 0.365
C 1.93343 4.03521 1.48030 0.1 0.1 -0.1 -0.785
C 1.43042 2.84306 0.82039 -0.1 -1.0 -0.4 -0.031
N 1.06283 1.79133 0.42480 0.3 1.3 1.1 -0.052
H 1.09131 4.65674 1.84273 0.4 -0.1 -0.2 0.223
H 2.56273 4.64104 0.79157 -0.3 -0.1 0.5 0.219
H 2.53596 3.74072 2.36492 -0.2 0.1 -0.5 0.237

---

Entry 10:
15
Properties=species:S:1:pos:R:3:forces:R:3:mulliken_charge:R:1 method="wB97M-V/def2-TZVPD" e_lumo_ha="-0.162 / -0.383" charge=+1 s2=0.754 orbital_gap_ev="9.95 / 3.83" spin_multiplicity=2 homo_energy_ev="-14.4 / -14.3"
N 0.99370 1.03291 -2.66167 2.1 -1.6 0.6 -0.159
H 1.14458 0.06191 -2.36801 -0.4 0.1 0.4 0.389
H 0.38845 1.13204 -3.43184 -1.4 0.7 -1.1 0.338
H 1.86076 1.56826 -2.61350 -0.3 0.7 0.2 0.357
C 0.50980 0.61288 0.95649 -0.5 -0.4 0.1 -0.646
C -0.66551 -0.17557 1.51839 -1.8 0.0 0.9 -0.216
C -1.08166 -1.36962 0.67858 1.4 -0.8 -0.4 -1.227
H 0.66670 0.16072 -0.03775 0.3 0.4 -0.2 -0.066
H 1.43390 0.51242 1.51393 0.2 -0.2 0.1 0.321
H 0.26616 1.66823 0.90989 0.1 0.2 -0.2 0.328
H -1.56021 0.44087 1.66695 0.2 0.4 -0.5 0.268
H -0.58269 -0.48944 2.56695 0.9 -0.2 -0.2 0.332
H -1.85021 -2.02461 1.07655 -0.3 0.4 0.2 0.356
H -1.32119 -1.10615 -0.35746 -0.3 0.2 0.1 0.285
H -0.20257 -2.02486 0.58250 -0.1 0.0 0.0 0.341

---

Entry 11:
16
Properties=species:S:1:pos:R:3:forces:R:3:mulliken_charge:R:1 method="wB97M-V/def2-TZVPD" e_lumo_ha=-0.162 charge=+1 orbital_gap_ev=10.16 homo_energy_ev=-14.6
C 1.56946 -0.75256 -1.34986 -0.4 -0.7 -0.2 -0.834
N 0.71080 0.44782 -1.50948 0.3 1.2 -0.4 -0.697
H 0.88042 -1.58804 -1.31399 0.0 -0.4 -0.4 0.320
H 2.22875 -0.86528 -2.20459 0.2 -0.2 0.0 0.357
H 2.15112 -0.90889 -0.41478 -0.4 1.2 -0.4 0.291
H 1.30516 1.27164 -1.75339 -0.7 -0.8 0.6 0.270
H -0.36710 0.51389 -0.26876 0.6 1.1 0.6 0.359
H 0.08381 0.37777 -2.33236 0.7 -0.4 0.5 0.289
C -1.37586 -0.82229 1.13807 0.5 1.7 -1.2 -0.931
C -0.64467 1.41264 1.68033 0.9 0.1 -1.6 -0.164
N -0.70702 0.51472 0.78217 -0.8 -1.8 0.6 0.060
H -0.68268 -1.63276 1.38610 -0.2 0.4 0.0 0.280
H -1.94063 -0.98350 0.21432 0.0 -0.7 0.3 0.339
H -2.06571 -0.50167 1.89126 -0.4 -0.8 0.7 0.488
H -0.40833 2.43496 1.35141 0.2 -0.4 0.6 0.270
H -0.73752 1.08158 2.70354 -0.5 0.5 0.3 0.305

---

Entry 12:
16
Properties=species:S:1:pos:R:3:forces:R:3:mulliken_charge:R:1 method="wB97M-V/def2-TZVPD" e_lumo_ha=-0.147 charge=+1 orbital_gap_ev=10.47 homo_energy_ev=-14.5
C -2.96864 -0.09734 -0.61080 0.3 -0.4 -0.5 -0.851
C -2.38425 -0.06919 0.78994 0.6 -0.3 0.1 -0.453
H -2.51127 -0.88798 -1.21478 0.1 -0.1 0.2 0.264
H -4.03515 -0.30020 -0.68299 -0.1 0.4 0.2 0.299
H -2.69419 0.82333 -1.12717 -0.4 0.1 0.0 0.271
H -2.44638 -1.00536 1.34423 -0.3 -0.1 -0.2 0.306
H -2.79101 0.70412 1.43750 0.0 0.1 -0.1 0.295
H -1.30393 0.10627 0.67386 -0.1 0.2 0.2 -0.113
N 2.92140 -0.92603 -0.59725 0.6 -0.1 -0.7 -0.305
C 2.22837 -0.02884 0.03977 -0.5 0.3 0.5 0.344
N 2.63009 1.17790 0.32015 1.1 1.0 0.1 -0.302
H 3.78710 -0.72619 -1.08515 0.0 0.2 0.3 0.244
H 2.61099 -1.86951 -0.73602 -0.6 -0.1 0.1 0.259
H 1.22096 -0.24865 0.37487 0.1 -0.5 0.1 0.226
H 2.19419 1.79084 0.99516 -0.8 -0.4 -0.2 0.268
H 3.54172 1.55685 0.07869 0.0 -0.5 -0.3 0.249

---

Repeat the first record exactly.
16
Properties=species:S:1:pos:R:3:forces:R:3:mulliken_charge:R:1 method="wB97M-V/def2-TZVPD" e_lumo_ha=0.022 smiles=CCCSS.O orbital_gap_ev=9.29 homo_energy_ev=-8.7
C -0.92060 -1.02953 -0.45958 3.9 -0.7 3.4 -1.101
C 0.55325 -0.86151 -1.09211 -3.1 2.8 0.0 -0.393
C 1.30925 0.52720 -1.26806 -1.1 -1.5 -2.1 -0.472
S 0.71492 2.01074 -0.52414 -1.0 1.2 0.9 -0.066
S -1.31833 2.40066 -0.95290 0.9 0.1 -0.9 -0.255
H -1.63053 -0.55096 -0.98574 -2.5 1.6 -1.9 0.456
H -1.07823 -2.12657 -0.44582 -0.1 0.6 0.0 0.340
H -0.92630 -0.65477 0.62444 -0.1 -0.5 -1.5 0.181
H 0.27542 -1.21888 -2.06134 1.3 -0.9 -0.7 0.289
H 1.14656 -1.32951 -0.40130 1.6 -2.3 0.7 0.302
H 1.50405 0.65765 -2.38709 -0.3 0.1 1.5 0.296
H 2.28566 0.43208 -0.79581 0.1 0.1 0.0 0.273
H -1.99021 2.11762 0.15956 0.3 -0.4 0.5 0.148
O 0.07765 -0.11942 3.21892 0.4 -2.7 -4.6 -0.573
H -0.10064 -0.89429 3.69372 -0.4 -1.1 1.5 0.294
H 0.09810 0.63949 3.67727 0.0 3.7 3.0 0.281